One molecule with the formula C18H18N2O, computed with the ωB97M-V functional and the def2-TZVPD basis.

```
39
Properties=species:S:1:pos:R:3:forces:R:3
C 2.08572 2.48573 0.08575 -0.1 -0.1 -0.1
C 0.93266 1.74469 -0.49990 -0.1 0.3 0.2
C -0.39621 1.94484 -0.27083 0.2 0.0 0.1
C -1.11411 1.02442 -1.08218 0.2 -0.2 -0.2
C -2.46790 0.74916 -1.26505 0.0 0.0 -0.1
C -2.82145 -0.25045 -2.14263 -0.2 0.0 0.0
C -1.85468 -0.97422 -2.84461 0.1 -0.1 -0.1
C -0.50960 -0.71945 -2.68620 0.0 -0.1 -0.1
C -0.14524 0.28231 -1.79703 -0.6 0.1 0.0
N 1.09707 0.75095 -1.44419 0.0 0.3 -0.2
C 2.33454 0.09398 -1.75706 0.1 -0.3 0.1
H 3.15731 0.76783 -1.51045 -0.1 0.0 -0.1
H 2.37645 -0.11981 -2.82860 0.1 0.1 0.1
C 2.47448 -1.23224 -0.96132 0.0 -0.1 -0.1
N 1.81254 -1.13711 0.31466 0.4 0.1 0.1
C 0.58904 -1.71817 0.49560 0.2 -0.1 0.1
O 0.18376 -2.61027 -0.22033 -0.2 -0.1 -0.1
C -0.20552 -1.15897 1.62394 -0.3 0.0 0.2
C -1.58929 -1.15260 1.47766 0.2 -0.1 0.0
C -2.39099 -0.59024 2.45241 0.0 0.0 0.0
C -1.81850 -0.04540 3.58983 0.0 0.0 0.1
C -0.44324 -0.07311 3.75357 0.0 0.1 0.1
C 0.36413 -0.62245 2.77386 0.0 -0.1 -0.1
H 1.43410 -0.65840 2.92584 0.1 0.0 0.0
H 0.00226 0.33662 4.64856 0.0 0.0 0.1
H -2.44266 0.39478 4.35373 0.0 0.0 0.1
H -3.46321 -0.57752 2.32604 -0.1 0.0 0.0
H -2.01373 -1.58287 0.58362 0.0 0.0 -0.1
H 2.02852 -0.32767 0.87579 -0.2 -0.1 0.0
H 1.98082 -2.05132 -1.48936 0.2 0.1 0.0
H 3.53216 -1.47680 -0.82727 -0.1 0.0 -0.1
H 0.22737 -1.28926 -3.23122 0.1 -0.1 0.0
H -2.17005 -1.75375 -3.52194 0.0 -0.1 -0.1
H -3.86482 -0.48648 -2.29517 -0.1 0.0 0.0
H -3.21535 1.30850 -0.72179 -0.1 0.0 0.0
H -0.82063 2.66470 0.40103 0.0 0.2 0.2
H 1.71016 3.22902 0.78369 0.0 0.0 0.0
H 2.77260 1.83000 0.62347 0.1 0.0 0.1
H 2.65151 3.00105 -0.69193 0.1 0.0 0.0
```
Forces are in eV/Å.

Computed properties:
Relative energy (zero: lowest compared OMol25 entry of this formula, charge and spin) in kJ/mol: 8.1
SMILES: Cc1cc2ccccc2n1CCNC(=O)c1ccccc1
Maximum force in Eh/bohr: 0.0111
M in g mol⁻¹: 278.4
Kohn-Sham gap in eV: 8.42
E_LUMO in eV: 0.662
HOMO energy in eV: -7.76

One molecule with the formula C4H7N3 at a distorted geometry, computed with the ωB97M-V functional and the def2-TZVPD basis.

```
14
Properties=species:S:1:pos:R:3:forces:R:3
C -0.06914 -2.15408 0.02636 0.0 -0.1 -0.1
C 0.57896 -0.86319 -0.48232 0.1 -0.1 0.0
N -0.02610 0.21927 0.28377 -0.2 0.0 0.3
C -0.16827 1.54834 -0.12499 0.3 0.1 -0.1
N 0.77354 2.28883 -0.53357 -0.3 -0.2 -0.2
C -1.56734 1.99623 -0.02499 -0.9 0.6 -0.1
N -2.67082 2.34744 -0.00399 1.1 -0.4 0.1
H -1.14445 -2.14708 -0.17951 0.2 0.0 0.0
H 0.06025 -2.25116 1.11349 0.0 0.1 -0.2
H 0.36635 -3.04739 -0.42672 0.0 0.1 -0.1
H 0.38210 -0.71780 -1.55497 0.0 0.1 0.4
H 1.66757 -0.89681 -0.34750 -0.1 0.0 -0.1
H 0.17571 0.15489 1.27052 -0.2 -0.1 0.1
H 0.42723 3.20715 -0.81494 0.0 -0.1 0.0
```
Forces are in eV/Å.

Computed properties:
Relative energy (zero: lowest compared OMol25 entry of this formula, charge and spin) in kJ/mol: 108.5
SMILES: [H]/N=C(\C#N)NCC
Maximum force in Eh/bohr: 0.0231
M in g mol⁻¹: 97.1
Kohn-Sham gap in eV: 9.93
E_LUMO in eV: 0.175
HOMO energy in eV: -9.76

C10H16Cl4OOs as an isolated structure at a distorted geometry, computed with the ωB97M-V functional and the def2-TZVPD basis.

```
32
Properties=species:S:1:pos:R:3:forces:R:3
C -0.49326 0.91699 -0.55286 -0.2 0.3 -0.5
C -1.34675 -0.22125 -0.40368 -0.9 -0.6 -2.6
C -0.52525 -1.35218 -0.20589 -0.6 -0.9 -0.8
C -2.81893 -0.27039 -0.71846 0.8 0.0 0.5
C 0.85013 -0.92680 -0.20536 1.1 -0.7 -1.1
C 0.87367 0.48625 -0.43291 1.4 0.2 -2.7
C 2.09253 1.29315 -0.84253 -1.0 0.0 0.0
C -0.95726 2.30904 -0.90049 -0.1 -0.5 0.2
C -0.98674 -2.79179 -0.12468 -0.1 0.8 0.0
C 2.01489 -1.89692 -0.20839 -0.6 0.4 0.0
Os -0.09463 0.09004 1.37713 -1.3 0.2 3.5
Cl -2.55059 -0.03589 2.50475 -1.1 0.0 0.1
Cl -0.37804 2.22397 2.06196 -0.6 2.2 1.4
Cl -0.03970 -1.88873 2.64868 0.2 -1.9 1.4
H -3.25844 0.68984 -0.45909 -0.3 -0.1 0.0
H -3.25560 -1.05232 -0.10197 -0.3 0.1 0.0
H -2.96702 -0.49364 -1.78523 -0.1 0.1 0.0
H -1.85790 -2.86431 0.54211 0.3 -0.1 -0.1
H -0.18260 -3.42662 0.25590 -0.3 0.1 -0.1
H -1.27219 -3.09117 -1.14242 0.0 -0.2 0.1
H 1.79008 -2.73377 0.46967 0.2 0.3 -0.1
H 2.93416 -1.39495 0.11751 -0.2 -0.2 -0.1
H 2.11368 -2.28974 -1.23885 0.2 0.0 0.3
H 2.97291 0.87923 -0.36086 0.2 0.0 -0.1
H 1.93574 2.32595 -0.42519 0.3 -0.8 -1.0
H 2.17364 1.30814 -1.93478 0.2 -0.1 -0.1
H -1.86733 2.54514 -0.33140 0.3 0.1 -0.1
H -1.19391 2.31918 -1.97142 0.0 0.2 0.0
H -0.18477 3.04647 -0.66258 -0.2 -0.1 -0.1
O 2.00786 2.56373 1.15132 0.4 1.3 0.5
H 2.46639 3.38664 1.37077 0.1 0.3 0.4
Cl 2.00523 0.34671 2.50923 2.3 -0.4 1.3
```
Forces are in eV/Å.

Computed properties:
Relative energy (zero: lowest compared OMol25 entry of this formula, charge and spin) in kJ/mol: 72.7
Maximum force in Eh/bohr: 0.0722
M in g mol⁻¹: 484.3
Charge: -2
2S+1: 5
Kohn-Sham gap (spin up / spin down) in eV: 2.77 / 5.59
E_LUMO (spin up / spin down) in eV: 5.132 / 5.063
HOMO energy (spin up / spin down) in eV: 2.37 / -0.52

C4H15N2O as an isolated structure at a distorted geometry, computed with the ωB97M-V functional and the def2-TZVPD basis.

```
22
Properties=species:S:1:pos:R:3:forces:R:3
C -1.46155 1.59233 0.61574 1.5 1.6 1.8
C -0.60972 1.64732 -0.70874 -2.1 -0.4 -1.5
C 0.08701 0.31622 -1.22996 3.6 2.2 0.6
C 1.41118 0.17813 -0.41968 1.5 -4.5 -0.8
N 1.10638 -0.54314 0.87606 -6.4 4.6 -4.6
N -1.37413 0.23555 1.26234 0.4 1.1 -1.5
H -1.12729 2.38282 1.52060 -0.2 -2.1 -2.6
H -2.46016 1.98160 0.46683 -0.4 -0.7 -0.4
H 0.07394 2.49444 -0.68191 0.5 -0.4 0.2
H -1.30296 1.96786 -1.54998 0.5 -0.5 1.1
H -0.26820 -0.67001 -1.26770 -1.9 -1.0 0.4
H 0.47800 0.41024 -2.25385 -0.6 0.7 0.1
H 1.94125 1.08321 -0.36493 0.2 1.4 1.1
H 2.28170 -0.52085 -0.81654 -2.0 1.2 -0.4
H 0.64346 -1.39164 0.80203 -0.2 -2.7 -1.1
H 1.75570 -0.57314 1.49098 5.5 0.0 5.3
H -0.03265 -0.01100 1.14840 0.6 -0.4 1.4
H -1.76838 -0.52606 0.72707 -0.3 0.1 -0.6
H -1.95591 0.29900 2.05822 -0.2 -0.2 1.6
H 0.71840 -4.14935 -0.30754 0.0 -1.8 0.3
H 1.23037 -2.97956 -0.98701 3.5 1.4 -3.7
O 0.63357 -3.22397 -0.38042 -3.5 0.4 3.4
```
Forces are in eV/Å.

Computed properties:
Relative energy (zero: lowest compared OMol25 entry of this formula, charge and spin) in kJ/mol: 280.3
Maximum force in Eh/bohr: 0.1772
M in g mol⁻¹: 107.2
Charge: +1
Kohn-Sham gap in eV: 11.86
E_LUMO in eV: -2.646
HOMO energy in eV: -14.51